DFT (wB97M-V/def2-TZVPD) results for a 2-piece molecular cluster, C2H8NO overall at a distorted geometry.

The geometry in ORCA input format:
```
! RIJCOSX wB97M-V def2-TZVPD def2/J DEFGRID3
* xyz 1 1
C -0.6013 -0.1534 -1.2187
C -0.6760 -1.4830 -0.9964
N 0.4407 0.7840 -0.7016
H -1.4162 0.3606 -1.7039
H -1.4502 -2.1116 -1.2605
H 0.1157 -2.1648 -0.6896
H 0.3832 0.6643 0.2316
H 1.2972 0.5316 -0.9853
H 0.3554 1.8985 -0.8967
H 1.2326 0.3034 2.7133
H -0.1447 0.8511 2.8032
O 0.5257 0.4997 2.2487
*
```

HOMO	-15.380	eV
energy above the lowest of the compared OMol25 structures with the same formula, charge and spin	48.9	kcal per mole
largest force on an atom	6.904	eV/A
Kohn-Sham gap	11.66	eV
energy	-210.6752	hartree

---

DFT (wB97M-V/def2-TZVPD) results for C57H47MoN8O5 as an isolated structure at a distorted geometry.

The geometry in ORCA input format:
```
! RIJCOSX wB97M-V def2-TZVPD def2/J DEFGRID3
* xyz 1 3
Mo -0.6726 -0.2555 -0.4887
C 0.8208 7.0556 1.9300
C 1.6651 6.3118 1.1179
C 1.2818 5.0527 0.6804
C 0.0538 4.5155 1.0639
C -0.7900 5.2712 1.8761
C -0.4099 6.5346 2.3039
C -0.3401 3.1520 0.6150
C -0.4676 2.9202 -0.7494
C -0.3747 3.9446 -1.7389
C -0.5873 3.3541 -2.9361
C -0.8051 1.9608 -2.6909
C -1.1184 1.0501 -3.7007
C -1.1136 1.5291 -5.1106
C -2.2827 1.4615 -5.8702
C -2.3307 2.0143 -7.1411
C -1.2138 2.6459 -7.6688
C -0.0328 2.6783 -6.9407
C 0.0183 2.1189 -5.6732
C -1.5486 -0.2473 -3.4456
N -1.7916 -0.7728 -2.1996
C -2.2630 -2.0479 -2.4208
C -2.6906 -2.9170 -1.4321
C -3.1806 -4.2607 -1.8562
C -2.2533 -5.1999 -2.3087
C -2.6732 -6.4588 -2.7175
C -4.0226 -6.7841 -2.6882
C -4.9492 -5.8475 -2.2525
C -4.5311 -4.5918 -1.8328
C -2.6365 -2.6377 -0.0709
C -3.1992 -3.4872 0.9256
C -2.8876 -2.9464 2.1331
C -2.1296 -1.7695 1.8777
N -1.9902 -1.5700 0.5290
C -1.6173 -0.9400 2.8754
C -1.0979 0.3092 2.5866
C -0.6539 1.2289 3.5912
C -0.3477 2.3807 2.9632
C -0.5680 2.1661 1.5625
N -1.0042 0.8829 1.3349
C -1.6163 -1.4543 4.2711
C -2.2447 -0.7819 5.3179
C -2.1962 -1.2856 6.6094
C -1.5207 -2.4671 6.8774
C -0.9077 -3.1550 5.8391
C -0.9568 -2.6540 4.5477
C -2.2752 -2.3331 -3.8200
C -1.8230 -1.2239 -4.4530
N -0.7339 1.7087 -1.3306
H 1.1216 8.0381 2.2696
H 2.6288 6.7113 0.8285
H 1.9436 4.4678 0.0526
H -1.7537 4.8659 2.1617
H -1.0772 7.1097 2.9329
H -0.1980 4.9873 -1.5378
H -0.6271 3.8334 -3.8976
H -3.1653 1.0010 -5.4441
H -3.2479 1.9659 -7.7139
H -1.2617 3.1052 -8.6475
H 0.8465 3.1534 -7.3560
H 0.9429 2.1381 -5.1079
H -1.2063 -4.9126 -2.3622
H -1.9521 -7.1835 -3.0763
H -4.3532 -7.7598 -3.0197
H -6.0024 -6.0967 -2.2447
H -5.2528 -3.8606 -1.4891
H -3.7772 -4.3758 0.7309
H -3.1717 -3.2996 3.1107
H -0.5901 1.0137 4.6436
H 0.0177 3.2963 3.3957
H -2.7939 0.1297 5.1159
H -2.6894 -0.7538 7.4133
H -1.4711 -2.8461 7.8898
H -0.3849 -4.0827 6.0383
H -0.4556 -3.1705 3.7404
H -2.5798 -3.2700 -4.2573
H -1.6585 -1.0851 -5.5087
N 3.4956 -1.4060 -0.4331
C 2.9485 -2.2052 0.6455
C 3.9032 -2.4404 1.8477
C 4.2270 -3.9225 2.0538
C 3.0929 -4.6377 2.7837
N 1.8314 -4.4628 2.0800
C 1.3486 -5.2116 1.1120
N 0.2225 -4.8196 0.5130
N 1.9292 -6.3667 0.7339
C 1.5896 -1.6289 1.0881
O 0.8965 -2.3454 1.8419
O 1.2627 -0.4565 0.7058
H 4.4534 -1.6492 -0.6492
H 3.4210 -0.4158 -0.2369
H 2.6996 -3.1792 0.2149
H 3.4708 -2.0322 2.7672
H 4.8260 -1.8918 1.6622
H 5.1434 -4.0406 2.6350
H 4.3886 -4.4009 1.0812
H 2.9639 -4.2003 3.7733
H 3.3195 -5.6967 2.9241
H 1.4549 -3.4846 2.0747
H -0.0914 -3.8690 0.6695
H -0.1100 -5.2675 -0.3241
H 2.6936 -6.7369 1.2685
H 1.4161 -7.0085 0.1556
O 1.4301 -4.4320 -2.2784
C 1.7754 -3.5919 -3.3018
C 2.3858 -4.0926 -4.4455
C 2.7654 -3.2474 -5.4735
C 2.5438 -1.8813 -5.3683
C 1.9386 -1.3822 -4.2304
C 1.5437 -2.2206 -3.1874
C 0.8868 -1.5848 -2.0193
O 0.8404 -0.3140 -1.9603
O 0.2167 -2.2271 -1.1563
H 1.6778 -5.3274 -2.5299
H 2.5809 -5.1578 -4.5258
H 3.2467 -3.6523 -6.3545
H 2.8452 -1.2085 -6.1602
H 1.7570 -0.3228 -4.1092
*
```

HOMO (spin up / spin down)	-8.723 / -9.251	eV
<S²>	2.025
largest force on an atom	2.655	eV/A
Kohn-Sham gap (spin up / spin down)	5.33 / 5.91	eV
energy	-3082.7515	hartree

---

DFT (wB97M-V/def2-TZVPD) results for C31H50N6S2Si3SnTe as an isolated structure.

The geometry in ORCA input format:
```
! RIJCOSX wB97M-V def2-TZVPD def2/J DEFGRID3
* xyz -2 1
Sn 0.9377 0.6492 -1.4131
N 5.1644 -0.4943 -2.2850
C 4.3340 0.4978 -1.7972
S 3.3895 1.3858 -2.9317
N 4.3949 0.6763 -0.4936
N 3.4212 1.5136 -0.0464
C 3.5958 2.0778 1.0803
C 2.5327 2.9093 1.6682
C 2.7566 3.5788 2.8724
C 1.7522 4.3757 3.3954
C 0.5503 4.4787 2.7125
C 0.4070 3.7543 1.5321
N 1.3635 2.9908 1.0265
H 4.8555 -0.8414 -3.1800
H 5.3666 -1.2136 -1.6061
H 4.5232 1.9395 1.6413
H 3.7054 3.4651 3.3836
H 1.9036 4.9040 4.3299
H -0.2598 5.0957 3.0786
H -0.5218 3.7764 0.9663
C -5.5397 2.6100 -3.6534
Si -3.9107 1.8446 -4.1983
C -4.3144 0.8803 -5.7796
C -2.7297 3.1866 -4.7509
C -3.2963 0.6024 -2.9522
C -3.3848 -0.7572 -3.2087
C -2.8973 -1.6916 -2.2983
C -2.2943 -1.1922 -1.1601
N -2.2068 0.1010 -0.8597
C -2.7322 1.0172 -1.7070
S -2.7095 2.6866 -1.2585
H -5.9297 3.2898 -4.4189
H -5.4022 3.1672 -2.7249
H -6.2845 1.8280 -3.4789
H -4.6637 1.5722 -6.5524
H -5.1012 0.1372 -5.6201
H -3.4336 0.3587 -6.1657
H -3.0827 3.6337 -5.6862
H -1.7321 2.7719 -4.9210
H -2.6362 3.9538 -3.9842
H -3.8086 -1.1042 -4.1458
H -2.9221 -2.7547 -2.4978
H -1.8270 -1.8647 -0.4434
C 3.2396 -3.4347 4.3995
Si 2.4036 -1.8108 3.9341
C 3.7109 -0.5616 3.4884
C 1.4974 -1.1937 5.4584
C 1.2501 -2.0975 2.5028
Te 0.0581 -0.3759 1.9685
C -1.4553 -0.8634 3.4276
Si -2.5383 0.6124 3.8174
C -3.4296 1.2000 2.2955
C -3.7969 0.0884 5.1224
C -1.4846 1.9697 4.5713
H 3.9539 -3.2851 5.2144
H 3.7838 -3.8487 3.5462
H 2.5077 -4.1806 4.7228
H 4.5779 -0.6395 4.1510
H 3.3028 0.4469 3.5787
H 4.0582 -0.6698 2.4565
H 2.2159 -0.9358 6.2418
H 0.8064 -1.9371 5.8661
H 0.9279 -0.2931 5.2128
H 0.5409 -2.9084 2.6799
H 1.8134 -2.3458 1.6003
H -0.9388 -1.2084 4.3251
H -2.0433 -1.6884 3.0192
H -4.2347 0.5110 2.0253
H -2.7711 1.2696 1.4203
H -3.8680 2.1899 2.4467
H -4.4347 -0.7174 4.7481
H -4.4446 0.9266 5.3969
H -3.3006 -0.2671 6.0300
H -0.5963 2.1505 3.9597
H -1.1515 1.6927 5.5760
H -2.0375 2.9104 4.6411
C 0.3272 -1.0603 -4.8672
C 1.0918 -2.2153 -4.2929
C 1.4092 -3.3246 -5.0563
C 2.1396 -4.3964 -4.5419
C 2.5589 -4.3253 -3.2174
C 2.2581 -3.2378 -2.4117
C 2.7031 -3.1848 -0.9801
C 1.4893 -2.1453 -2.9191
N 1.1509 -1.1124 -2.1537
H 0.1159 -1.2212 -5.9277
H 0.8965 -0.1334 -4.7534
H -0.6174 -0.9056 -4.3342
H 1.0801 -3.3518 -6.0923
H 2.3771 -5.2563 -5.1574
H 3.1421 -5.1406 -2.7945
H 3.4712 -3.9371 -0.7784
H 1.8599 -3.3623 -0.3024
H 3.0906 -2.1915 -0.7321
*
```

HOMO	-1.208	eV
energy above the lowest of the compared OMol25 structures with the same formula, charge and spin	10.2	kcal per mole
largest force on an atom	0.446	eV/A
Kohn-Sham gap	4.90	eV
energy	-3687.0955	hartree

---

DFT (wB97M-V/def2-TZVPD) results for C2H7NO as an isolated structure at a distorted geometry.

The geometry in ORCA input format:
```
! RIJCOSX wB97M-V def2-TZVPD def2/J DEFGRID3
* xyz 0 1
C -1.3134 -0.3564 0.7418
C 0.1509 0.8807 0.6586
N 0.0851 -0.2902 0.0558
H -2.1492 0.2625 0.3353
H -1.6774 -1.3039 0.3771
H -1.1437 -0.4661 1.8778
H 0.7013 1.0702 1.6267
H -0.1667 1.8251 0.2131
H 1.3424 -0.4728 -1.2545
H 2.0400 -0.8851 -2.7015
O 2.1307 -0.2640 -1.9302
*
```

HOMO	-8.302	eV
energy above the lowest of the compared OMol25 structures with the same formula, charge and spin	107.9	kcal per mole
largest force on an atom	3.130	eV/A
Kohn-Sham gap	7.98	eV
energy	-210.2268	hartree

---

DFT (wB97M-V/def2-TZVPD) results for a 2-piece molecular cluster, C2H8N2S2 overall at a distorted geometry.

The geometry in ORCA input format:
```
! RIJCOSX wB97M-V def2-TZVPD def2/J DEFGRID3
* xyz 0 1
C 1.1791 1.0376 0.3315
C 0.0354 0.4214 -0.4007
N -1.5844 -1.8215 -0.1096
N -0.3376 -1.4701 0.2444
S 2.7478 0.1564 0.0345
S -1.5230 1.2524 -0.2212
H 1.3168 2.0803 0.0199
H 1.0313 1.0134 1.4133
H 0.2078 0.2300 -1.4521
H -2.3514 -1.2105 0.1816
H -1.6372 -2.0504 -1.0956
H -0.3037 -1.2753 1.2466
H 2.6785 0.2075 -1.2947
H -1.4593 1.4291 1.1020
*
```

HOMO	-7.936	eV
energy above the lowest of the compared OMol25 structures with the same formula, charge and spin	63.7	kcal per mole
largest force on an atom	3.419	eV/A
Kohn-Sham gap	8.59	eV
energy	-986.7811	hartree

---

DFT (wB97M-V/def2-TZVPD) results for C9H24ClI2OP2Pb as an isolated structure at a distorted geometry.

The geometry in ORCA input format:
```
! RIJCOSX wB97M-V def2-TZVPD def2/J DEFGRID3
* xyz 3 1
I 0.3749 -2.6680 -1.5318
I -0.1111 2.9840 0.6613
Pb 0.2196 0.2741 -0.7235
P 2.7629 0.2622 -0.1328
C 2.9868 -0.3862 1.5363
C 3.5878 -0.7662 -1.3576
H 4.6399 -0.5078 -1.1834
H 4.4468 1.8001 -0.2580
H 3.2432 -0.4791 -2.3563
H 3.0089 2.3766 -1.2229
H 2.6127 -1.4122 1.5860
H 3.3556 -1.8218 -1.1568
C 3.3607 1.9534 -0.2766
H 4.0800 -0.3404 1.6592
H 2.9843 2.5404 0.5740
H 2.4665 0.2596 2.2519
P -2.2340 0.3925 -1.6071
C -3.3571 -0.2210 -0.3347
C -2.5767 2.1091 -2.0240
H -1.4619 -0.3594 -3.7434
H -3.2720 -0.2906 -3.5239
H -2.2859 -1.6722 -2.8189
C -2.3116 -0.6093 -3.0999
H -1.7530 2.4999 -2.6299
H -3.5101 2.0102 -2.5923
H -4.3381 -0.1262 -0.8259
H -3.2846 0.4068 0.5561
H -2.6853 2.6911 -1.0976
H -3.1125 -1.2643 -0.1049
Cl 0.9399 1.2681 -3.0691
C 0.1712 -1.8689 3.0958
C -0.7347 -0.9096 2.4114
C -2.0192 -0.4235 2.9802
O -0.3979 -0.4968 1.2885
H -0.3105 -2.1840 4.0488
H 1.1483 -1.3704 3.2854
H 0.3547 -2.7254 2.4198
H -2.0119 0.6814 2.9861
H -2.8516 -0.7598 2.3244
H -2.1252 -0.8465 4.0059
*
```

HOMO (spin up / spin down)	-19.398 / -19.416	eV
largest force on an atom	1.783	eV/A
Kohn-Sham gap (spin up / spin down)	4.39 / 4.40	eV
energy	-2362.5801	hartree